1.
{"formula": "C6H12BrINO3S", "method": "wB97M-V/def2-TZVPD", "species": ["O", "C", "I", "C", "N", "Br", "H", "H", "H", "H", "C", "C", "C", "S", "O", "O", "C", "H", "H", "H", "H", "H", "H", "H", "H"], "xyz": [[-2.870106, -1.598294, 0.796913], [-3.087858, -0.453571, 0.560117], [-1.707000, 1.104699, 0.956553], [-4.452993, 0.025992, 0.056675], [-5.361919, 0.118553, 1.266996], [-6.334513, 1.738484, 1.405992], [-4.382239, 1.015584, -0.395225], [-4.892864, -0.678605, -0.651459], [-4.812576, 0.022809, 2.127471], [-6.039862, -0.647537, 1.258768], [3.554739, -0.294767, -1.607337], [2.618660, -1.261071, -0.867781], [2.541388, -0.794370, 0.591060], [2.828024, 0.982795, 0.558516], [4.054612, 1.268291, 1.250202], [1.618338, 1.687335, 0.919392], [3.111945, 1.107945, -1.204283], [3.507127, -0.429668, -2.686368], [4.587026, -0.461116, -1.294471], [1.625878, -1.225733, -1.322018], [2.969831, -2.289518, -0.928345], [1.574184, -0.976634, 1.053065], [3.329292, -1.227525, 1.203690], [3.855060, 1.882247, -1.378296], [2.165826, 1.383678, -1.669827]], "atomic_forces_ev_per_a": [[-0.2, 0.2, -0.2], [0.4, -0.1, 0.2], [0.0, -0.2, 0.0], [-0.1, 0.3, -0.3], [0.1, -0.2, 0.0], [0.0, 0.0, 0.0], [0.0, -0.2, 0.1], [0.1, 0.0, 0.2], [0.0, 0.1, 0.0], [0.0, 0.1, 0.0], [0.0, 0.0, 0.1], [0.0, 0.0, 0.0], [-0.1, -0.2, -0.1], [0.1, 0.0, 0.0], [0.0, 0.0, 0.1], [-0.2, 0.0, 0.0], [0.0, -0.1, -0.1], [0.0, 0.0, 0.0], [0.0, 0.0, 0.0], [0.0, 0.0, 0.0], [0.0, 0.0, 0.0], [0.0, 0.0, 0.1], [0.0, 0.1, 0.0], [0.0, 0.0, 0.1], [0.0, 0.0, 0.0]], "charge": 1, "homo_lumo_gap_ev": 6.59, "e_homo_ha": -0.4569, "largest_force_ev_per_a": 0.439}

=====

2.
{"formula": "C6H12BrN", "method": "wB97M-V/def2-TZVPD", "species": ["C", "C", "C", "C", "C", "C", "N", "Br", "H", "H", "H", "H", "H", "H", "H", "H", "H", "H", "H", "H"], "xyz": [[-1.962246, -1.155341, -0.149720], [-2.016992, -2.353389, 0.667700], [2.944947, 1.335525, 0.068982], [0.578259, 1.343295, 1.117045], [-2.269423, -0.058150, -2.337994], [1.585186, 0.574089, 0.184001], [-2.067100, -0.781004, -1.281604], [1.974375, -1.031528, 1.220977], [-1.990643, -3.274396, 0.093192], [-3.054165, -2.373956, 1.146652], [-1.213871, -2.416660, 1.377688], [2.908812, 2.355098, -0.263234], [3.757939, 0.889645, -0.439688], [3.296677, 1.444635, 1.095568], [-0.328976, 0.816561, 1.025084], [1.060514, 1.441649, 2.087328], [0.433023, 2.309942, 0.655497], [-3.231718, 0.490486, -2.446180], [1.102641, 0.527950, -0.804323], [-1.507240, -0.084452, -3.016971]], "atomic_forces_ev_per_a": [[1.0, 0.6, -0.2], [-2.1, -0.9, 0.0], [-0.9, 0.0, 1.8], [2.3, 0.1, -1.7], [-2.2, -0.2, 1.5], [0.4, 2.3, 0.5], [-0.7, 0.6, 0.6], [-0.1, -0.6, -0.8], [0.1, -0.2, -0.4], [1.5, 0.2, -0.2], [0.1, 0.3, 0.6], [-0.7, 0.5, -0.6], [0.4, -1.0, -0.8], [0.1, -0.1, 0.2], [-1.2, -0.6, 0.7], [-0.6, 0.0, 0.2], [-0.1, 0.5, 0.1], [1.0, -0.7, 0.0], [0.3, -1.2, 0.4], [1.6, 0.3, -1.9]], "charge": 0, "homo_lumo_gap_ev": 8.03, "e_homo_ha": -0.2679, "de_lowest_kj_mol": 209.7, "largest_force_ev_per_a": 2.856}

=====

3.
{"formula": "C6H12Cl12", "method": "wB97M-V/def2-TZVPD", "species": ["C", "Cl", "Cl", "H", "H", "C", "Cl", "Cl", "H", "H", "C", "Cl", "Cl", "H", "H", "C", "Cl", "Cl", "H", "H", "C", "Cl", "Cl", "H", "H", "C", "Cl", "Cl", "H", "H"], "xyz": [[-4.061030, 0.132420, 1.028550], [-4.479201, 1.819459, 0.689588], [-4.653037, -0.324102, 2.644220], [-4.502812, -0.583551, 0.335514], [-2.994389, -0.043902, 0.889713], [-0.488791, -4.122289, 1.559213], [-1.421599, -2.866537, 0.701371], [-1.108784, -5.772157, 1.188393], [0.555857, -4.026005, 1.263303], [-0.664916, -3.954801, 2.621763], [0.794534, -0.207321, -0.303207], [1.909722, -1.563901, -0.019792], [0.869003, 0.526326, -1.850373], [-0.225797, -0.521387, -0.083248], [1.079494, 0.525478, 0.451709], [3.665713, 1.285080, 3.133116], [3.370143, 1.198568, 4.801425], [2.406967, 2.107879, 2.135447], [4.635292, 1.737914, 2.925857], [3.762823, 0.280219, 2.722129], [2.455450, 3.932553, -2.510768], [2.325612, 4.806267, -0.986823], [2.248940, 5.035012, -3.885985], [3.470868, 3.558319, -2.641009], [1.619237, 3.233632, -2.492175], [-2.013995, -1.336404, -2.849399], [-2.449941, 0.080648, -1.854416], [-3.137792, -1.573909, -4.151204], [-1.008161, -1.113353, -3.205266], [-1.959408, -2.250156, -2.257643]], "atomic_forces_ev_per_a": [[-0.1, -0.6, -0.1], [0.2, -0.4, -0.2], [0.4, 0.0, -0.1], [-0.5, 0.6, -0.1], [0.0, 0.5, 0.7], [-0.5, -0.3, 0.1], [0.0, -0.2, 0.0], [0.4, 0.7, 0.1], [-0.3, -0.1, 0.1], [0.2, -0.1, -0.2], [-0.2, 0.1, 1.9], [-0.1, -0.1, -0.3], [0.4, 0.2, -1.0], [0.2, -0.2, -0.3], [0.0, 0.0, -0.3], [0.7, -0.5, -2.1], [-0.4, 0.1, 1.3], [0.4, -0.1, 0.5], [-0.3, 0.5, 0.2], [-0.4, 0.0, 0.1], [-0.1, 0.5, -0.2], [0.2, 0.1, 0.3], [-0.2, 0.0, -0.2], [-0.5, -0.4, 0.4], [0.6, -0.2, -0.3], [0.8, 0.1, 0.4], [-0.2, -0.3, 0.0], [-0.2, -0.1, -0.4], [-0.3, -0.1, -0.3], [-0.3, 0.3, 0.2]], "smiles": "ClCCl.ClCCl.ClCCl.ClCCl.ClCCl.ClCCl", "charge": 0, "homo_lumo_gap_ev": 11.14, "e_homo_ha": -0.4013, "de_lowest_kj_mol": 50.9, "largest_force_ev_per_a": 2.321}

=====

4.
{"formula": "C6H12ClN", "method": "wB97M-V/def2-TZVPD", "species": ["C", "C", "C", "C", "C", "C", "H", "H", "H", "H", "H", "H", "H", "H", "H", "H", "H", "H", "N", "Cl"], "xyz": [[-0.425855, -0.447613, 1.358782], [-1.784228, -1.093288, 1.099879], [-2.370781, -0.331959, -0.096367], [-1.174247, 0.381831, -0.775343], [0.067554, -0.162850, -0.066776], [1.276684, 0.752353, -0.103710], [0.003363, -1.629207, 2.954213], [1.321914, -0.790490, 2.362558], [-0.586698, 0.529497, 1.849189], [-2.442827, -1.065730, 2.003631], [-1.618270, -2.120461, 0.865775], [-3.132419, 0.401592, 0.225301], [-2.862972, -1.006832, -0.789451], [-1.138710, 0.250325, -1.855133], [-1.255257, 1.449724, -0.609453], [0.337471, -1.129505, -0.521300], [1.041263, 1.720068, 0.299149], [2.120316, 0.308604, 0.397612], [0.472862, -1.310541, 2.099667], [1.845178, 1.039139, -1.786975]], "atomic_forces_ev_per_a": [[-0.1, 0.3, -0.4], [-0.5, 0.8, 1.0], [-0.3, 0.4, 0.0], [-0.1, -0.1, 0.2], [0.1, -0.2, -0.3], [-0.3, -0.5, -0.5], [0.5, 0.2, -0.3], [-0.6, -0.5, 0.0], [0.0, -0.1, 0.0], [0.5, 0.0, -0.7], [0.2, -0.9, -0.2], [0.3, -0.3, -0.1], [-0.1, -0.1, 0.0], [0.0, -0.1, 0.0], [0.1, 0.4, 0.1], [0.0, 0.2, 0.2], [0.0, 0.4, 0.3], [0.3, 0.0, 0.3], [0.3, 0.1, 0.6], [-0.1, 0.0, 0.0]], "smiles": "N[C@@H]1CCC[C@H]1CCl", "charge": 0, "homo_lumo_gap_ev": 10.56, "e_homo_ha": -0.3525, "de_lowest_kj_mol": 0.0, "largest_force_ev_per_a": 1.412}

=====

5.
{"formula": "C6H12F18KO24S6", "method": "wB97M-V/def2-TZVPD", "species": ["K", "C", "F", "F", "F", "S", "O", "O", "O", "C", "F", "F", "F", "S", "O", "O", "O", "C", "F", "F", "F", "S", "O", "O", "O", "C", "F", "F", "F", "S", "O", "O", "O", "C", "F", "F", "F", "S", "O", "O", "O", "C", "F", "F", "F", "S", "O", "O", "O", "O", "H", "H", "O", "H", "H", "O", "H", "H", "O", "H", "H", "O", "H", "H", "O", "H", "H"], "xyz": [[10.718160, 3.385048, -8.865789], [3.002911, -1.728325, -6.078260], [3.818440, -2.499914, -6.805326], [1.757342, -1.734299, -6.561644], [2.959139, -2.184840, -4.821013], [3.649673, 0.106740, -5.946785], [3.403298, 0.628536, -7.308811], [2.743537, 0.715009, -4.978287], [5.062434, 0.087363, -5.584833], [6.447875, -3.760855, -13.375078], [7.157590, -2.783639, -12.753020], [6.515587, -4.878055, -12.656468], [5.181049, -3.439396, -13.532706], [7.270415, -4.087341, -15.125807], [8.604435, -4.639782, -14.862650], [6.396992, -5.067027, -15.774684], [7.331161, -2.770315, -15.770266], [10.143593, -0.959105, -12.787363], [9.839879, 0.251839, -12.326630], [10.229265, -1.891354, -11.847621], [9.214873, -1.246294, -13.704298], [11.886848, -0.845687, -13.592960], [12.271906, -2.198169, -13.981425], [11.817744, 0.031835, -14.767748], [12.857755, -0.384277, -12.561393], [7.009645, -0.305619, -9.619957], [6.369233, -1.096708, -8.769357], [7.844792, -1.027234, -10.341799], [6.129587, 0.294337, -10.440676], [7.883385, 0.988825, -8.522316], [8.686877, 1.775804, -9.512650], [6.795842, 1.678791, -7.876638], [8.681050, 0.121944, -7.625472], [2.169081, 2.591548, -11.319687], [2.883954, 3.478352, -10.603242], [2.728612, 1.377380, -11.396911], [0.973051, 2.463460, -10.736385], [1.995960, 3.233853, -13.170012], [0.849903, 2.495488, -13.708141], [1.720953, 4.688815, -12.961659], [3.249622, 2.947011, -13.818091], [7.895993, -3.562584, -5.774800], [7.582208, -3.427186, -4.474352], [7.070817, -2.752874, -6.438211], [9.159597, -3.196570, -5.939784], [7.679619, -5.358426, -6.290319], [6.240550, -5.566380, -6.326525], [8.278215, -5.470445, -7.616114], [8.302923, -6.096539, -5.209595], [3.748620, 3.700467, -7.352220], [3.570814, 3.801329, -6.415213], [3.806134, 2.743438, -7.481275], [10.104591, -2.303487, -8.827417], [10.558117, -1.515330, -9.134037], [9.481366, -1.982064, -8.168281], [7.854344, -0.401616, -5.116627], [8.210120, -0.225491, -6.012975], [6.888571, -0.484359, -5.214649], [10.940606, -0.487344, -4.755507], [10.538208, -0.727162, -5.598381], [11.809346, -0.894601, -4.779165], [7.950003, 2.711946, -12.138235], [8.522656, 2.484177, -12.875582], [8.212917, 2.111512, -11.431703], [2.399781, -0.582276, -9.571388], [2.383690, 0.108092, -10.251936], [2.862808, -0.172173, -8.823112]], "atomic_forces_ev_per_a": [[-0.8, -0.8, -0.3], [1.4, 1.9, 0.1], [-0.8, 0.3, 0.4], [0.2, -0.3, -0.1], [-0.1, -0.6, 0.2], [-0.1, 0.5, -1.5], [0.3, -0.4, 1.1], [0.3, -0.5, 0.2], [-1.3, -0.6, 0.1], [2.4, -0.1, -2.0], [-1.1, -0.8, -0.2], [-0.1, -0.1, 0.4], [-0.5, 0.5, 0.3], [1.3, 0.3, -0.3], [-1.0, 0.3, 0.5], [-0.4, 0.4, 0.4], [-0.7, -0.8, 0.6], [1.5, -0.3, -2.1], [-0.2, 0.3, 1.1], [-0.7, 0.6, 0.0], [0.6, -0.3, 0.6], [3.0, -0.8, -0.9], [-1.1, -0.1, 0.2], [-0.8, 0.3, 1.0], [-1.7, 0.6, -0.1], [-0.2, 0.9, 0.6], [-0.2, -0.1, -0.2], [0.2, 0.1, -0.1], [0.4, -0.2, 0.4], [-0.9, -1.7, -0.7], [0.2, -0.1, 1.3], [0.9, 0.4, -0.3], [0.4, 1.2, -1.2], [-0.3, 1.2, -2.3], [-0.1, -1.1, -0.2], [0.4, 0.6, 0.4], [0.0, 0.0, 0.1], [-1.2, 1.6, 0.8], [0.5, 0.2, 0.5], [0.3, -1.8, -0.2], [0.2, -0.1, 0.3], [-1.2, -0.9, 0.1], [0.2, -0.1, 0.2], [0.4, -0.2, -0.4], [0.5, 0.5, -0.2], [-1.2, -0.5, -1.4], [0.0, 0.4, 0.3], [0.3, 0.3, 1.1], [0.9, 0.0, 0.4], [0.0, 0.4, 0.0], [0.0, -0.2, 0.1], [0.0, -0.3, 0.0], [0.4, -0.2, 0.2], [-0.1, 0.1, -0.2], [-0.2, 0.0, 0.0], [0.2, 0.1, 0.2], [-0.7, -0.1, 0.6], [0.4, 0.2, -0.2], [0.4, 0.3, 0.1], [-0.4, -0.1, 0.1], [0.0, -0.2, -0.1], [0.3, 0.5, -0.1], [-0.1, -0.2, -0.1], [-0.1, -0.2, 0.2], [-0.3, 0.1, -0.3], [0.1, -0.6, 0.5], [0.0, 0.0, 0.0]], "charge": -5, "homo_lumo_gap_ev": 4.07, "e_homo_ha": 0.0532, "largest_force_ev_per_a": 3.201}

=====

6.
{"formula": "C6H12F8N2O12S4Zr", "method": "wB97M-V/def2-TZVPD", "species": ["Zr", "C", "F", "F", "F", "S", "O", "O", "N", "S", "O", "O", "C", "F", "F", "F", "N", "S", "O", "O", "F", "S", "O", "O", "F", "C", "C", "O", "O", "H", "H", "H", "H", "H", "H", "C", "C", "O", "O", "H", "H", "H", "H", "H", "H"], "xyz": [[-0.660049, -0.174366, 0.234238], [3.157758, 2.401109, -1.140568], [2.288128, 3.333428, -1.394420], [4.098379, 2.318992, -2.043682], [3.740288, 2.559457, 0.018036], [2.302407, 0.628902, -1.091786], [2.783501, -0.207742, -2.145741], [2.527706, 0.089610, 0.232397], [0.506342, 0.890956, -1.147772], [0.204526, 1.528582, -2.691189], [1.336694, 1.768731, -3.541278], [-0.847178, 0.728142, -3.242934], [-0.562092, 3.271296, -2.334435], [-1.810578, 3.236245, -2.721995], [-0.526712, 3.511477, -1.026844], [0.099996, 4.147959, -3.011770], [-1.939215, -1.298119, 1.445452], [-2.671465, -1.019914, 2.856100], [-1.896673, -1.268380, 4.023249], [-4.081795, -0.757029, 2.877170], [-2.306449, 0.576209, 2.689909], [-2.921686, -2.822516, 1.336595], [-3.965757, -2.628103, 0.393011], [-3.025162, -3.708696, 2.450577], [-1.774954, -3.536111, 0.438243], [0.583087, -2.563562, -1.645501], [-0.799014, -2.303796, -2.245723], [-1.526182, -1.242065, -1.535997], [0.782987, -1.843979, -0.370200], [1.424378, -2.226264, -2.249090], [0.711447, -3.627305, -1.456971], [-1.330618, -3.252574, -2.286781], [-0.752878, -1.890644, -3.253828], [-2.334478, -1.101007, -2.059802], [1.435360, -2.302023, 0.175538], [0.868718, 1.675141, 2.429933], [0.911231, 0.303869, 3.098353], [0.681439, -0.661951, 2.059352], [-0.224176, 1.664816, 1.494886], [1.804883, 1.889928, 1.914940], [0.770772, 2.388465, 3.250238], [0.265992, 0.167418, 3.966602], [1.924933, 0.164999, 3.483567], [1.294456, -1.391355, 2.218946], [-0.548298, 2.581770, 1.550972]], "atomic_forces_ev_per_a": [[2.4, -0.8, 0.8], [1.0, -1.0, -0.6], [-0.3, 0.3, 0.1], [-0.5, 0.0, -0.4], [-0.5, 0.1, 0.7], [0.4, -1.1, 0.9], [-0.8, 0.9, 0.0], [-0.5, 1.0, 0.0], [2.7, 0.6, -1.8], [-1.0, 0.6, -1.9], [-0.1, -0.2, 1.7], [-0.4, 0.0, 0.5], [0.0, -1.1, -0.2], [-0.4, -0.1, -0.1], [0.2, 0.2, 0.5], [0.4, 0.5, 0.0], [-3.2, -4.1, 0.6], [-0.4, 7.9, 4.5], [-0.3, -1.7, -0.9], [0.8, -2.8, -0.7], [1.0, 0.7, -0.5], [0.7, -3.6, -4.8], [0.4, 0.6, 1.0], [0.4, 2.1, -0.1], [-0.3, 0.5, 0.5], [0.8, 0.1, 0.1], [0.4, 0.3, -0.8], [0.1, -0.6, 1.2], [-1.9, 0.2, 0.0], [-0.3, 0.0, -0.4], [-0.1, 0.0, 0.1], [-0.6, 0.3, 0.4], [0.5, -0.3, -0.1], [0.0, 0.4, 0.3], [0.1, 0.1, -0.1], [1.2, -1.2, 1.5], [1.1, 1.1, 0.4], [-0.5, -0.1, -0.4], [-0.3, 0.7, 0.1], [-0.2, -0.1, -0.2], [-0.6, 0.3, -0.4], [-0.6, 0.0, -0.5], [0.0, 0.0, -0.1], [-0.2, -0.1, -0.3], [-0.6, -0.4, -0.7]], "charge": 2, "homo_lumo_gap_ev": 8.56, "e_homo_ha": -0.6574, "de_lowest_kj_mol": 7.2, "largest_force_ev_per_a": 9.126}

=====

Q: Which value of charge does entry 2 give?
A: 0

=====

Q: Look up the charge of the sixth one.
A: +2